[1]
Computed, not measured: the ion C11H13ClNO with charge +1, with ωB97M-V/def2-TZVPD.

The geometry in XYZ format:
```
27
Properties=species:S:1:pos:R:3:forces:R:3
C -1.7979 0.7584 1.8729 -0.76 -1.69 -0.36
C -0.8163 0.5295 2.8097 1.77 -0.72 0.20
C -1.4556 1.0307 0.5773 -0.18 1.58 -1.11
C 0.5397 0.6808 2.4110 -0.40 0.38 2.73
C -0.1595 1.1324 0.1542 -0.03 -1.02 -2.49
C 0.8903 1.0510 1.0445 2.44 -0.37 2.96
C 0.7101 -2.1217 -0.4215 2.61 0.24 -1.09
C 0.0410 1.0171 -1.3249 0.86 1.92 -0.61
C 2.2975 1.1721 0.8893 -2.80 -1.14 -2.63
C 0.8187 -1.5114 -1.6361 1.62 0.59 1.15
C -0.0553 -0.3312 -2.0627 -0.11 -1.67 0.23
N -1.4358 -0.7395 -1.9185 0.17 1.85 0.73
O -0.1866 -2.1488 0.5496 0.64 -0.49 0.97
Cl 3.1927 1.2804 -0.5297 -0.26 0.42 0.74
H -2.7991 0.3367 2.0057 0.01 0.93 0.52
H -1.1498 0.0551 3.7488 0.79 0.67 -0.30
H -2.1707 1.2720 -0.1984 -0.43 -0.58 0.30
H 1.3194 0.5743 3.2792 -1.28 0.14 -2.11
H 1.6245 -2.5854 -0.0296 -0.46 -0.57 -0.54
H -0.8513 1.5884 -1.6843 1.11 -0.08 -0.53
H 1.0232 1.4434 -1.6666 -1.34 0.16 0.36
H 2.8501 0.8758 1.7036 1.48 -0.01 1.93
H 1.8350 -1.7245 -2.1657 -2.13 0.57 0.95
H 0.2130 -0.1104 -3.0949 -0.03 0.22 -0.16
H -1.5169 -1.6800 -2.1299 -0.64 -2.03 -0.92
H -1.9869 -0.1311 -2.5019 -0.66 -0.37 -0.15
H -0.9737 -1.7142 0.3188 -1.98 1.10 -0.79
```
Forces are in eV/Å.

Calculated values
Energy relative to the best compared isomer or geometry (same formula, charge and spin) ... 0.0000 eV
Lowest unoccupied orbital energy ... -6.51 eV
E ... -27667.6677 eV
Orbital gap ... 0.20334 hartree
M ... 210.684 g/mol
Net charge ... +1

Here are the Mulliken charges for atoms 1 to 6, given in e: -0.393 -0.655 -0.535 -0.641 1.304 0.488

[2]
Computed, not measured: a structure of composition C43H48Br6NO3P2STl, with ωB97M-V/def2-TZVPD.

The geometry in XYZ format:
```
105
Properties=species:S:1:pos:R:3:forces:R:3
Tl 0.2554 0.7435 -0.0512 -0.23 -0.21 -0.02
C 2.6650 -4.3705 2.8947 0.05 -0.02 0.04
C 2.5570 -2.8506 2.9629 0.01 -0.09 0.07
C 1.5285 -2.4449 4.0166 -0.02 -0.01 0.01
P 2.1394 -1.9931 1.3590 -0.19 0.26 0.03
C 3.3345 -2.7753 0.1838 0.15 -0.18 0.02
C 4.7388 -2.2887 0.5531 0.02 -0.04 -0.05
C 3.0069 -2.3716 -1.2528 0.03 0.04 0.07
C 0.5563 -2.7858 0.9098 -0.03 -0.06 -0.12
C 0.4824 -3.9961 0.2129 0.07 -0.03 0.01
C -0.7151 -4.5115 -0.2474 -0.04 0.09 0.11
C -1.8822 -3.7781 -0.0238 0.03 -0.06 -0.05
C -1.8407 -2.5975 0.6821 0.05 -0.02 0.02
C -0.6335 -2.0816 1.2005 0.04 -0.04 -0.06
N -0.5754 -0.8845 1.8854 0.08 0.23 -0.02
C -1.4904 -0.6253 2.8409 0.06 -0.13 0.08
C -2.2266 -1.6865 3.4600 -0.08 -0.01 0.04
C -3.1419 -1.4822 4.4598 -0.01 0.00 0.04
C -3.3911 -0.1989 4.9529 0.03 -0.03 -0.06
C -2.6418 0.8356 4.4258 0.02 0.03 -0.01
C -1.6973 0.6767 3.4061 -0.02 0.03 0.08
P -0.5618 2.0516 2.9990 0.09 -0.13 -0.18
C -0.0433 2.5611 4.7195 -0.07 0.07 0.11
C 0.8759 3.7821 4.6851 0.04 0.02 0.02
C 0.6820 1.4001 5.3935 0.03 -0.06 0.01
C -1.5722 3.5514 2.5104 -0.09 0.06 -0.01
C -2.9323 3.7564 3.1704 -0.01 0.05 -0.01
C -1.7203 3.6363 0.9905 -0.03 -0.05 0.00
H 2.8398 -4.7840 3.8941 0.00 0.00 0.01
H 3.4812 -4.7081 2.2521 0.00 0.03 0.00
H 1.7358 -4.8003 2.5153 -0.02 0.00 0.00
H 3.5266 -2.4335 3.2597 -0.01 -0.01 0.00
H 0.5507 -2.8749 3.7894 -0.01 -0.04 -0.01
H 1.3895 -1.3669 4.0488 0.01 0.13 0.02
H 1.8381 -2.7969 5.0064 -0.03 0.00 0.00
H 3.3159 -3.8677 0.2701 0.01 0.04 -0.04
H 4.7980 -1.2028 0.4452 0.00 0.02 0.01
H 5.4873 -2.7361 -0.1088 0.00 0.01 -0.01
H 5.0110 -2.5369 1.5811 0.00 -0.03 0.00
H 2.0300 -2.7315 -1.5775 -0.01 0.02 0.02
H 3.7673 -2.7717 -1.9326 -0.01 0.03 -0.03
H 2.9979 -1.2838 -1.3519 -0.01 -0.01 -0.06
H 1.3972 -4.5478 0.0215 -0.05 0.01 -0.06
H -0.7398 -5.4509 -0.7854 -0.01 0.02 -0.05
H -2.8285 -4.1160 -0.4319 0.00 -0.01 -0.01
H -2.7421 -2.0159 0.8229 -0.04 -0.03 0.04
H -2.0424 -2.6982 3.1218 -0.02 0.04 0.02
H -3.6606 -2.3398 4.8777 -0.02 0.01 0.00
H -4.1245 -0.0183 5.7286 0.00 -0.01 0.02
H -2.7866 1.8228 4.8441 0.01 0.00 0.02
H -0.9333 2.8021 5.3129 0.03 0.02 -0.01
H 1.7008 3.6160 3.9859 0.00 -0.01 0.00
H 1.3094 3.9622 5.6745 -0.01 0.00 0.01
H 0.3611 4.6949 4.3840 -0.02 -0.01 -0.01
H 1.6279 1.1997 4.8838 0.02 -0.03 -0.04
H 0.0912 0.4840 5.3737 -0.04 0.01 0.00
H 0.9068 1.6418 6.4375 0.02 0.01 0.00
H -0.9159 4.3745 2.8156 -0.02 0.01 0.00
H -3.6040 2.9302 2.9339 0.00 -0.01 -0.01
H -3.3886 4.6766 2.7892 0.00 0.00 0.01
H -2.8658 3.8496 4.2568 0.01 -0.02 0.01
H -2.2705 2.7823 0.5908 0.00 -0.02 0.00
H -0.7433 3.6657 0.5024 0.02 -0.03 -0.01
H -2.2614 4.5500 0.7198 0.02 0.01 0.00
Br 2.6783 3.9990 0.8435 0.00 0.04 -0.01
C 2.8204 3.3137 -0.9540 -0.04 0.04 0.03
Br 4.2774 2.0793 -1.1657 -0.01 0.00 0.02
H 2.9966 4.1497 -1.6189 -0.03 -0.01 0.02
H 1.8867 2.7956 -1.1573 0.16 -0.11 -0.04
Br -4.8983 -3.1523 -3.9094 0.01 0.00 -0.01
C -4.0643 -1.9183 -2.7302 0.13 0.02 0.02
C -4.8100 -1.1886 -1.8331 0.00 0.02 0.11
Br -6.6964 -1.3913 -1.7392 -0.01 0.00 -0.03
C -4.1629 -0.2843 -0.9678 0.07 0.04 -0.07
Br -5.1140 0.7256 0.3301 -0.02 -0.01 -0.01
C -2.7777 -0.0757 -0.9819 -0.11 -0.07 -0.10
O -2.1799 0.7201 -0.1856 0.03 0.27 0.09
C -1.9775 -0.8388 -1.9441 -0.30 0.18 0.03
O -0.7153 -0.6275 -1.9636 0.34 -0.27 0.06
C -2.6613 -1.7303 -2.7716 -0.11 -0.12 0.02
Br -1.5817 -2.8008 -3.9168 0.06 0.02 -0.04
O 2.0266 0.3462 -2.9373 -0.17 -0.11 -0.25
S 1.0080 -0.1141 -3.9335 0.21 0.14 0.28
C -0.1996 1.2120 -4.0454 0.04 0.06 -0.03
C -1.4989 0.9452 -4.4380 0.00 0.11 -0.04
C -2.4229 1.9826 -4.4493 -0.01 -0.05 -0.02
C -2.0438 3.2603 -4.0668 0.03 0.00 0.01
C -0.7325 3.5113 -3.6777 0.00 0.04 0.03
C 0.1972 2.4848 -3.6662 -0.06 -0.05 -0.07
C 1.7930 0.2487 -5.5271 -0.03 0.02 -0.06
C 1.0886 0.1124 -6.7170 -0.02 -0.06 -0.02
C 1.7309 0.3319 -7.9237 0.03 0.02 -0.01
C 3.0789 0.6783 -7.9441 -0.05 -0.01 0.03
C 3.7756 0.8004 -6.7516 0.04 0.00 0.00
C 3.1347 0.5831 -5.5364 0.03 0.09 -0.04
H -1.7976 -0.0627 -4.6896 -0.02 -0.06 0.01
H -3.4495 1.7751 -4.7228 -0.01 0.00 0.02
H -2.7747 4.0590 -4.0525 0.00 0.00 0.02
H -0.4406 4.5057 -3.3612 -0.01 0.01 -0.01
H 1.2229 2.6418 -3.3558 -0.01 -0.01 0.02
H 0.0395 -0.1598 -6.6980 -0.01 0.00 0.02
H 1.1791 0.2372 -8.8509 0.00 -0.01 -0.01
H 3.5794 0.8505 -8.8890 0.01 0.00 0.00
H 4.8257 1.0669 -6.7632 0.01 0.01 0.00
H 3.6474 0.6857 -4.5878 0.00 -0.02 0.01
```
Forces are in eV/Å.

Calculated values
Energy relative to the best compared isomer or geometry (same formula, charge and spin) ... 0.2798 eV
Lowest unoccupied orbital energy ... 3.74 eV
E ... -507366.3876 eV
Orbital gap ... 0.18468 hartree
M ... 1404.683 g/mol
Net charge ... -2

Here are the Mulliken charges for atoms 1 to 6, given in e: 0.831 -1.618 0.392 -1.599 0.822 0.625